Entry 1:
136
Properties=species:S:1:pos:R:3 method="wB97M-V/def2-TZVPD" energy_ev=-559116.0357 orbital_gap_ev=2.72 charge=-2
H 10.21927 -28.37911 -18.87194
N 3.20462 -28.09950 -27.01189
Br 4.39169 -21.48184 -25.84900
Cl 7.71658 -27.17575 -29.99037
C 0.63147 -35.26816 -26.86914
C 5.00820 -31.44518 -23.57021
C 6.44810 -35.11964 -27.54152
O 6.23078 -24.77986 -27.23592
H 2.18279 -30.39971 -30.13504
H 4.68054 -33.19226 -22.28795
H 8.72233 -27.75436 -19.44734
C 1.02419 -28.71174 -29.97137
O 0.24790 -31.09268 -30.36193
H 8.53217 -33.42100 -23.90786
C 10.12412 -27.73730 -20.96994
H 7.04549 -29.79332 -22.99732
H 4.23183 -33.43942 -24.00644
C 9.23431 -30.82108 -28.76505
H 10.48520 -31.82477 -22.27542
C 6.63957 -25.26138 -25.97662
H 2.91764 -27.00399 -28.79033
C 2.42188 -27.31718 -24.88903
H 1.31490 -30.49293 -28.72402
C 9.55612 -31.99816 -22.82456
O 0.24812 -27.92186 -29.09617
Br 3.20178 -23.49122 -23.48441
H 0.33936 -28.09973 -25.23483
H 4.55994 -31.00572 -24.46079
H 9.28831 -31.78939 -25.92222
C 7.11877 -26.75408 -25.76062
C 3.25267 -23.01522 -25.43448
C 10.03254 -29.19680 -23.12610
H 0.76238 -35.98497 -27.67741
C 6.00688 -26.68632 -29.60276
H 9.65208 -28.23264 -23.48736
Br 6.73768 -36.11411 -29.22590
C 9.80430 -27.58199 -19.49569
H 1.12500 -28.05853 -27.47800
H 5.31296 -32.20974 -26.72777
C 6.51072 -31.68005 -23.77989
H 2.46818 -33.25170 -28.23130
H 6.07965 -30.38718 -29.13550
H 2.65299 -26.02590 -27.29374
H 4.51581 -27.11355 -25.50486
H 11.10985 -29.32009 -23.25092
C 8.93531 -29.69649 -27.75616
H 4.20436 -26.30110 -27.65816
Cl 6.14281 -28.71300 -20.66128
C 5.81496 -31.37253 -28.74928
C 9.80594 -30.89523 -25.59367
H 9.23394 -31.82757 -28.30671
C 1.78469 -28.63378 -26.81616
O 2.57017 -34.09467 -26.28919
H 9.68566 -28.81422 -25.90205
H 0.62355 -28.53431 -30.98400
H 5.17738 -28.60133 -27.41720
P 9.12680 -30.50358 -23.95658
H -0.22468 -35.45231 -26.22371
H 6.67016 -26.49306 -20.78736
H 4.11376 -29.05398 -28.72886
C 3.24075 -26.81333 -27.76938
C 5.31237 -31.29561 -27.32657
Cl -3.13449 -30.71687 -29.02773
C 3.68110 -27.80891 -25.61733
H 9.22942 -36.60326 -21.87263
C 1.87009 -35.23681 -26.03319
H 8.78974 -31.84033 -22.05776
H 7.44144 -24.59552 -25.60982
H 5.98405 -30.66445 -26.73086
H 9.78008 -26.90487 -21.58438
H 8.43461 -30.97371 -29.49112
H 1.98955 -32.28337 -26.90499
C 9.47249 -33.41102 -23.34902
H 3.65979 -23.87872 -25.95174
C 1.13770 -30.21881 -29.78607
H 5.07416 -31.91288 -29.34095
H 5.80738 -27.00224 -28.58703
H 6.38181 -27.46420 -26.19246
H 2.21677 -26.32921 -25.31391
H 8.52352 -35.96822 -23.39145
C 0.57055 -33.85148 -27.52947
Br 1.39462 -22.58769 -25.97126
H 1.51970 -29.58699 -27.26162
C 7.30044 -30.37977 -23.88598
C 6.39030 -27.18058 -21.58101
Br 8.10689 -34.14602 -26.95365
H 1.66576 -29.19456 -24.76334
C 1.39205 -28.32731 -25.37774
H 8.98303 -28.76113 -28.30752
O 2.25828 -36.08096 -25.28213
H 8.62341 -29.04746 -21.65274
H 7.16952 -27.35148 -22.32288
C 3.96477 -30.50744 -27.28592
H 10.00434 -26.68398 -18.91404
Cl 4.91911 -26.61546 -22.23126
H 10.79153 -31.29601 -25.33584
C 9.71699 -29.08324 -21.61728
H 0.50121 -34.12144 -28.58182
H -0.86196 -31.29828 -28.78503
H 5.02374 -30.67398 -22.79481
H 6.07771 -25.60915 -29.68791
H -1.04182 -29.57640 -28.53926
H 3.30116 -30.91314 -28.04710
H 3.48825 -30.52816 -26.30414
C 4.20061 -29.02977 -27.64253
O 7.28027 -27.25237 -24.44157
H 4.04929 -28.64744 -25.02128
C 9.32838 -35.86426 -22.66591
H 10.28922 -36.02607 -23.15663
H 6.87298 -29.75731 -24.67721
H 10.27412 -33.55596 -24.07557
H 11.21998 -27.75686 -21.02957
C 9.86090 -29.67191 -26.55888
C 9.37849 -34.39366 -22.15756
H 5.85484 -25.03220 -25.22823
H -0.27140 -33.23466 -27.21688
H 2.01555 -28.24436 -30.09796
H 10.15108 -30.65627 -29.33247
H 10.14673 -29.85677 -20.98161
C -1.49532 -30.54375 -28.31878
H 3.20848 -32.55087 -22.94616
H 2.50680 -27.13558 -23.82036
Cl 4.80321 -27.20836 -30.82524
Cl -1.43611 -30.68810 -26.51386
C 1.95373 -33.30330 -27.26698
H 10.86357 -29.44011 -26.92786
H 6.62069 -32.17836 -24.74957
H 5.70143 -34.34799 -27.69234
H 10.22424 -34.12719 -21.51914
H 8.06041 -27.04082 -26.25832
H 7.87727 -29.71206 -27.47985
Br 5.66114 -36.26227 -26.11843
C 4.26000 -32.72617 -23.18070
H 6.75676 -31.91033 -28.88389
H 6.85759 -32.33875 -22.98107
H 8.48760 -34.11361 -21.59276

Entry 2:
137
Properties=species:S:1:pos:R:3 method="wB97M-V/def2-TZVPD" energy_ev=-80265.9241 smiles="CCCCCCCCCCCCCCCCCCBCCO.COC(=O)OC.COC(=O)OC.COC(=O)OC.COC(=O)OC.COC(=O)OC.COC(=O)OC" orbital_gap_ev=10.53
C -9.97106 0.01014 0.03708
H -12.08175 0.20882 -0.22487
H 7.63164 0.64012 7.71806
O 12.69147 -4.91459 -1.41177
H 7.33100 6.66925 -5.65490
C -2.12861 -0.09415 1.13786
H -10.82963 -2.44339 2.50097
H -4.65183 1.04624 0.54496
H 9.04613 -4.51521 1.89775
H 12.23232 -1.24474 -1.33772
C -6.25353 1.74684 1.79018
C -12.61023 -2.45618 3.71508
H 2.95444 -2.07552 2.52995
C -11.28761 -0.44632 -0.59231
O 9.32634 6.45786 -5.10739
O 8.01247 -0.96602 5.65695
H -3.18027 -0.82052 2.87826
C -4.99641 0.90147 1.57067
O -11.25624 4.44299 -1.94808
H -9.55952 5.58758 -2.31941
H -2.26682 0.81443 0.54374
H -5.26573 -0.15467 1.67357
H 4.97624 2.41821 -5.51820
H -13.65021 -2.00177 0.97179
C 2.30333 -1.70186 0.50437
H -9.97019 -0.26712 1.09209
O 13.48280 -2.81256 -1.63667
O 6.93931 -0.97509 1.14804
H 14.89681 -6.32416 -1.03454
H -7.20094 0.24487 0.57871
H -3.75073 -1.27913 0.29726
O 6.47660 -1.04010 7.30944
H 2.09533 -0.65889 0.26143
H 5.97342 1.18869 -4.70202
C -8.35143 2.02935 0.36560
H 4.16799 -2.50131 1.29866
H -0.19766 -1.62764 -0.72392
H -9.17232 -0.58064 -0.42248
H 6.56250 -1.37366 3.49022
H 10.62580 2.89417 -4.54885
C -11.60111 -1.92410 -0.21747
H 6.89612 -0.20538 9.09952
H 10.31834 2.95181 -6.30275
C 13.58103 -4.13924 -1.64685
H -3.43048 2.16670 2.40926
H -1.69336 -3.74611 -0.81634
H 11.87559 -2.65065 -0.32362
H -1.97377 0.43156 3.21847
H 2.61883 -2.18918 -0.42061
H -11.54319 -0.87980 2.70769
O 4.55985 2.13007 -3.49937
H -8.50102 2.97236 0.89336
H 16.12990 -5.98064 -2.26964
H -12.09407 -2.43059 -1.04716
H -6.13197 2.69326 1.25637
H 7.22874 -2.92655 4.06258
C 8.15539 -1.51849 1.17274
C -9.70784 1.49454 -0.16825
H 5.87228 0.70605 0.80150
H 14.45955 -6.34545 -2.76073
O -13.01424 4.15077 -3.16293
H -10.65255 -2.44612 -0.05121
C -3.86972 1.17988 2.56183
C -12.07512 5.03002 -2.81897
O 9.18471 -0.95002 0.92415
C 1.70189 0.40625 -2.55241
O 14.83413 -4.46305 -1.96015
H 8.10775 8.04596 -4.83964
H 3.85218 -0.79980 1.70272
H 1.03702 0.59654 -3.39302
H 7.48783 1.00263 1.48729
H -7.73910 2.26892 -0.50915
C 0.05473 -2.58919 -0.27040
O 8.03157 -2.79775 1.52783
H -4.31325 1.12714 3.55942
H -13.48099 4.93666 -5.03095
H -14.66308 3.83584 -4.28578
H -1.86765 -2.55177 1.97431
H 0.49623 -1.76994 1.68933
C -10.19109 5.27794 -1.48897
H 7.63868 6.60981 -3.90118
C 15.08259 -5.87004 -2.00581
O 3.41794 0.49546 -4.55934
C 8.01228 6.96483 -4.85955
C 0.99023 -2.36634 0.91957
B -12.46216 -1.98260 1.09214
C -1.18900 -3.39797 0.08687
C 3.57738 1.24328 -3.63151
C 12.17574 -2.32851 -1.31820
H 9.77873 -3.49950 0.64091
H -6.38482 1.97780 2.84649
H -9.75746 1.70700 -1.23672
H -11.22038 -0.38699 -1.67620
C 10.89122 3.38288 -5.48417
C 9.27835 -3.49508 1.60694
H -10.52357 2.04412 0.30706
H -14.50382 5.50371 -3.68797
H 8.31066 -0.90683 8.28029
H 1.16467 0.57405 -1.62340
O 8.47891 4.36800 -5.03009
H -3.10348 -3.29501 1.00248
O 5.99301 -1.94296 5.40994
C 6.91622 0.40764 0.77767
H 7.31318 0.54204 -0.22624
H 11.45068 -2.66676 -2.05615
C 7.39602 -0.33314 8.14413
H -1.05004 -0.21855 1.25080
H 11.95308 3.26176 -5.67416
C 5.48443 2.15470 -4.59288
O 10.66458 4.79228 -5.39802
H 6.22467 2.91300 -4.35519
H -14.47556 -2.18708 3.25687
C 6.36295 -2.27028 4.06344
H -0.84699 -4.27911 0.63489
C -2.66340 -1.29625 0.36631
C -11.79416 -1.93001 2.50678
H -12.67780 -1.68598 4.48804
H 0.61843 -3.14203 -1.02774
H 9.92108 -3.04248 2.36012
C -13.96971 4.65074 -4.10174
C -7.52135 1.07019 1.21484
H 1.20278 -3.34580 1.36004
O -13.90873 -2.94052 3.40760
H -9.60978 4.67526 -0.79664
H 5.51953 -2.79458 3.62426
H -8.10906 0.67958 2.04539
C -2.22062 -2.65414 0.94665
O 2.79920 1.32131 -2.55154
H -2.30727 -1.21763 -0.66419
C -2.75737 0.12378 2.52637
H -10.58184 6.15308 -0.97356
C 6.93232 -1.28650 6.08088
H 2.06039 -0.62080 -2.58293
C 9.39991 5.13118 -5.16528
O -11.98252 6.15798 -3.22442
H -12.08242 -3.29133 4.17136
C 3.40212 -1.78310 1.58110

Entry 3:
128
Properties=species:S:1:pos:R:3 method="wB97M-V/def2-TZVPD" energy_ev=-64079.8200 de_lowest_kj_mol=170.6 orbital_gap_ev=1.75 charge=+2
H 2.25020 5.20234 1.76711
C -4.61333 -0.62468 3.81661
H -6.86713 -3.19779 4.05603
H 1.27117 -0.60444 -1.82073
O -1.23178 -1.35478 -4.35087
C -4.60633 -0.41105 -5.62427
C 4.48130 -0.04893 1.32350
H 3.87445 3.39325 -0.23461
N 1.15257 2.25746 0.55636
H -2.34016 -2.37295 -6.87317
H -4.73835 1.81969 -5.14430
C -3.95328 -1.04570 2.41550
H -5.33104 -3.15753 4.71986
C 1.18215 -1.66027 -1.56503
H 5.41576 1.24300 2.97247
H 8.86880 0.30783 1.69968
H -5.64682 -0.24495 1.27827
C 0.13035 -2.02356 -0.46463
C -5.28231 -3.23814 2.54458
C 1.11277 2.59645 2.01968
H 0.05174 4.56460 1.91323
H -2.83982 -0.19511 -7.72468
H -2.79773 1.23295 -6.67852
C -0.08066 3.53196 2.23603
C 0.64718 4.32682 -0.78593
N -3.98772 -2.52092 2.26673
H -2.67471 2.35964 -4.70663
H 7.70647 1.04527 2.80330
H 1.32368 1.82038 -2.19105
H -2.66708 -0.78721 -1.62803
H 7.05166 1.14394 -0.76270
H -4.13727 -1.07729 4.68643
H 2.61722 3.57740 3.45280
H 3.94598 4.80674 1.67372
H -0.65512 -0.68793 -4.73084
H -6.48767 -0.86156 3.01000
In -0.81543 -4.13652 2.16252
C -5.90277 -2.71256 3.90548
H 8.71885 -2.73534 2.26516
H 2.86050 1.71037 -1.46664
H -1.62443 2.38418 -3.22051
C -2.01263 1.79426 -4.05081
C 2.07164 2.43033 -1.68448
H 7.80776 -2.50492 3.78579
H 3.26785 2.50942 2.41820
C -4.55736 -0.22254 1.25217
C 6.25582 1.17006 -0.01836
H -1.83012 -0.92139 1.78029
H 6.67381 1.69561 0.84023
H -5.03992 -0.14830 -6.58919
H 4.36755 -0.06825 -1.20797
H -3.41783 -2.96908 -5.49290
H 0.52925 0.64038 -0.00451
H -4.11979 -4.84525 3.55059
H 5.69361 -1.19463 -1.68899
H 1.83689 0.60378 2.62316
C -2.51194 -0.51264 2.52605
O 0.10130 1.49880 0.03504
H 8.75552 0.01774 3.47398
C -2.69144 0.48153 -3.49281
H -4.22205 -0.56618 0.27361
H 3.07268 4.88788 -0.50126
H -2.50314 0.57636 2.57204
H -4.33228 1.66375 -2.71125
H 5.49027 1.79373 -0.47996
H -4.41766 0.85538 1.33392
H -1.12011 1.57762 -4.63779
C 5.65427 -0.28299 0.35123
H -6.63285 -0.85437 4.82045
H 0.14231 0.74962 2.64569
C 8.20232 0.11113 2.53946
H 3.84517 -0.93300 1.36660
N -2.53528 -0.76505 -4.34405
H 0.72310 4.78096 -1.77391
C -4.22080 0.75447 -3.30190
C 7.15491 -1.10292 2.31958
H 1.02319 -2.21015 -2.49264
H 3.83072 0.72477 0.91579
H 4.42036 -1.74221 -0.73549
H -1.15945 0.03866 -1.97232
H 5.33642 -1.78316 3.37042
H 1.08621 1.51418 3.93553
H -7.13410 -3.88636 1.83921
C -4.94364 -4.72089 2.84781
H -6.79046 -2.42419 1.01630
C 5.04266 -0.85931 -0.88156
C 1.71371 3.18026 -0.43589
H -4.09495 -2.92418 0.45192
O 0.40506 -1.80575 0.77189
C 2.97021 3.94151 0.02975
H -2.68529 0.90218 -1.31497
H -2.21834 -0.89047 3.50540
H -1.48610 0.29039 -6.64844
C 2.48600 3.26889 2.41565
H -0.85537 3.25867 1.51962
H 2.06459 -2.02928 -1.04232
C -3.24977 -2.24170 -6.28710
H -4.60835 0.43482 4.07262
O -3.38831 -2.89453 1.10105
H 0.72777 5.20858 -0.15025
H -6.01660 -3.92254 0.55673
C 1.04765 1.31583 2.86441
C -3.17228 -0.80419 -5.69960
H -4.79442 0.04185 -2.70926
H 7.13574 -3.36929 2.56606
N 6.69753 -1.19055 0.91394
H 4.10934 0.26388 3.43456
H -5.98676 0.79425 -4.47923
H -0.38343 4.06585 -0.54542
O -1.01143 -2.52438 -0.80801
H 6.30525 -0.69049 4.32388
C 2.94631 4.40259 1.51426
H 7.47191 -2.12297 -0.49433
C -2.24319 0.15534 -1.97443
H -5.20804 -1.18086 -5.14111
C -6.30757 -3.31649 1.41471
C 7.75152 -2.47955 2.69753
H 2.26158 3.18370 -2.44897
C 5.00558 0.24557 2.81445
H -4.82356 -5.24951 1.90217
H -0.45399 3.54090 3.26007
O 7.76766 -1.40211 0.06646
H -4.03307 -2.25195 -7.04501
H -5.85887 -5.15201 3.25350
C -4.92097 0.83985 -4.70308
C -2.56592 0.16936 -6.73461
C -6.03409 -1.14889 3.95857
C 5.95865 -0.89025 3.30994